No. 1
C2H7N2OS as an isolated structure in a non-equilibrium geometry, computed with wB97M-V/def2-TZVPD.

The value obtained for the HOMO energy is -13.76 eV. Its net charge is +1. The calculation puts the largest force on an atom at 3.52 eV/Å. The energy relative to the best compared isomer or geometry (same formula, charge and spin) comes out at 48.3 kcal per mole. As for the energy: -18041.4925 eV. The HOMO-LUMO gap comes out at 9.20 eV. The calculation puts the molecular weight at 107.16 Da.

Geometry as XYZ:
```
13
Properties=species:S:1:pos:R:3:forces:R:3
S 0.743 -0.359 0.979 -1.200 2.187 -1.626
O -2.799 1.123 1.088 2.203 -0.989 -2.556
N 0.661 -1.764 1.664 -0.132 -1.110 0.337
N 0.772 1.225 -1.464 1.577 0.930 -0.807
C -0.934 -0.080 -0.114 -0.797 -0.973 0.998
C -1.989 0.604 0.427 -1.085 -0.130 3.131
H -1.228 -1.037 -0.607 0.179 0.955 0.156
H 1.236 0.365 -1.749 -0.112 -0.015 -0.514
H 1.554 1.767 -1.035 -1.169 -0.113 -0.271
H 0.657 -1.784 2.642 -0.467 -0.062 1.612
H 0.362 1.719 -2.266 0.563 -0.146 0.189
H 1.110 -2.557 1.279 0.325 -0.733 -0.744
H -0.146 0.779 -0.845 0.114 0.199 0.095
```
Forces are in eV/Å.



No. 2
C42H60Cl3GeI2N5O2P2SeY as an isolated structure in a non-equilibrium geometry, computed with wB97M-V/def2-TZVPD.

The value obtained for the HOMO energy is -4.55 eV. Its net charge is -1. The calculation puts the largest force on an atom at 1.04 eV/Å. The energy relative to the best compared isomer or geometry (same formula, charge and spin) comes out at 12.5 kcal per mole. As for the energy: -251332.0524 eV. The HOMO-LUMO gap comes out at 6.66 eV. The calculation puts the molecular weight at 1329.57 Da.

Geometry as XYZ:
```
119
Properties=species:S:1:pos:R:3:forces:R:3
I 1.625 -0.061 -3.425 0.445 0.037 -0.606
I 3.846 1.263 -0.404 0.422 -0.072 0.079
Y 0.372 -0.293 -0.711 0.270 -0.858 0.526
Se 0.816 2.718 -0.183 -0.291 0.086 0.403
Ge 1.887 5.345 -1.755 0.058 0.078 0.060
Cl 3.981 -3.895 -3.667 -0.057 -0.027 -0.004
Cl 5.507 -1.973 -2.152 0.208 0.342 0.002
Cl 4.974 -4.575 -1.024 0.013 -0.124 0.057
P -0.771 -3.131 0.398 -0.503 -0.477 -0.019
P -2.515 0.235 -2.601 -0.143 0.377 -0.024
O 0.378 -0.055 3.240 -0.171 0.057 -0.026
O -0.565 -0.896 1.366 0.233 0.759 -0.047
N 2.098 -2.408 -1.050 -0.404 0.209 0.200
N -2.751 1.435 -3.782 0.178 0.400 -0.171
N -3.988 0.237 -1.805 -0.008 0.130 0.267
N -1.354 0.464 -1.633 -0.905 -0.213 -0.316
N -2.545 -1.135 -3.595 0.140 -0.309 -0.156
C 1.477 6.376 -3.361 -0.043 0.104 -0.213
C -4.976 1.624 -0.007 -0.024 0.020 -0.093
C -0.048 -4.780 2.612 0.051 0.096 -0.064
C 0.538 -2.651 4.289 0.083 -0.138 0.042
C 0.137 -2.410 2.982 -0.030 -0.177 -0.039
C 1.055 3.592 -1.898 -0.182 -0.110 -0.048
C 3.099 -2.784 -1.445 0.672 -0.283 -0.468
C -0.603 -7.415 -1.508 -0.009 0.100 0.054
C -0.804 -4.876 -0.290 0.070 -0.030 0.025
C 2.390 -0.009 0.615 0.426 0.497 0.440
C 4.352 -3.267 -2.054 -0.468 -0.091 0.166
C 3.814 5.150 -1.578 0.173 -0.043 0.013
C -4.066 0.436 -0.353 -0.195 0.013 -0.159
C 0.337 -5.012 3.926 0.005 0.038 -0.004
C -4.018 -2.479 -5.063 0.029 -0.030 -0.005
C -5.233 -0.063 -2.494 0.000 0.088 0.127
C -3.236 -1.167 -4.885 -0.016 -0.228 0.152
C -2.577 -2.925 0.728 0.021 0.030 0.066
C -1.885 -3.480 -4.132 -0.054 0.132 -0.016
C 0.634 -3.949 4.768 -0.020 0.017 -0.017
C -0.992 3.340 0.185 -0.023 -0.110 -0.018
C -3.406 -3.612 -4.229 0.080 0.037 -0.016
C -1.623 3.905 -5.061 -0.028 -0.074 0.024
C -2.962 3.837 -4.294 0.049 -0.033 -0.083
C -0.011 -0.970 2.535 -0.002 -0.341 -0.368
C -3.441 -2.829 -0.361 0.033 -0.068 -0.018
C 0.535 -6.638 -1.314 -0.058 0.053 0.043
C 0.428 -5.387 -0.716 -0.064 -0.091 -0.068
C -6.110 1.770 -1.038 0.038 -0.123 0.055
C -6.428 0.414 -1.664 0.025 0.025 0.020
C -4.817 -2.764 -0.184 -0.007 -0.187 0.034
C -1.833 -6.935 -1.078 0.071 0.120 0.023
C -1.795 1.407 -4.923 -0.009 0.188 0.226
C -4.501 -2.795 2.192 0.036 0.022 -0.070
C -0.157 -3.479 2.114 0.042 0.196 0.122
C -5.353 -2.751 1.097 0.074 -0.056 -0.017
C -3.126 -2.886 2.008 -0.059 -0.016 0.021
C -0.842 2.595 -4.901 -0.091 0.006 0.030
C -1.930 -5.682 -0.472 0.006 -0.038 -0.014
C 1.203 6.319 -0.208 -0.077 0.094 0.138
C -1.428 -2.090 -3.609 -0.419 -0.095 -0.225
C -2.904 2.783 -3.200 -0.060 -0.223 -0.241
H -3.058 0.593 0.015 0.109 -0.002 -0.022
H -5.809 2.448 -1.842 0.006 0.038 0.008
H -4.009 -2.747 -6.125 -0.020 0.006 0.036
H -6.425 -2.690 1.239 -0.005 -0.003 0.003
H -5.065 -2.337 -4.781 0.028 -0.019 -0.003
H 4.209 4.499 -2.365 -0.031 0.075 0.095
H -3.842 -3.601 -3.231 0.009 0.036 0.105
H 0.933 -4.132 5.794 -0.001 0.005 -0.037
H -2.351 1.410 -5.869 -0.070 -0.016 -0.015
H 3.020 -0.802 1.018 0.036 -0.145 -0.015
H -0.290 2.569 -3.958 -0.062 -0.060 -0.164
H 0.177 6.658 -0.375 0.102 -0.027 0.040
H -6.996 2.207 -0.572 -0.013 0.000 -0.023
H -2.727 -7.535 -1.211 0.041 0.045 0.009
H -3.032 -2.802 -1.361 0.022 0.004 -0.154
H 4.295 6.130 -1.653 0.003 -0.093 0.027
H -0.620 -1.717 -4.241 0.045 0.027 -0.020
H 4.059 4.701 -0.612 0.005 0.030 -0.106
H -5.471 -2.709 -1.048 0.057 0.018 0.025
H -0.530 -8.384 -1.989 0.001 0.049 0.037
H -2.902 -5.339 -0.140 0.020 0.018 -0.009
H -2.480 -2.929 2.877 -0.015 -0.013 -0.025
H 1.986 7.344 -3.322 -0.071 -0.074 -0.049
H -1.020 4.746 -4.706 -0.003 -0.022 0.010
H -1.209 0.489 -4.891 0.022 0.017 0.047
H -1.457 -3.642 -5.127 -0.013 0.008 0.023
H -5.402 1.450 0.986 0.019 0.033 0.015
H -1.006 4.419 0.322 0.022 0.049 -0.009
H -1.013 -2.179 -2.611 -0.018 -0.011 0.254
H -1.483 -4.266 -3.490 0.018 -0.025 0.019
H -3.197 4.802 -3.843 -0.033 0.050 -0.012
H -3.812 2.800 -2.598 -0.057 -0.039 0.020
H -1.816 4.087 -6.124 0.009 0.025 0.045
H 1.803 5.847 -4.262 -0.049 0.074 0.092
H -4.395 2.550 0.053 -0.026 -0.030 -0.038
H 0.767 -1.795 4.913 -0.037 -0.029 -0.053
H -7.303 0.474 -2.314 -0.067 -0.017 0.006
H 2.139 0.622 1.474 0.090 0.026 0.087
H -0.099 2.483 -5.694 -0.018 -0.010 0.023
H -3.897 -0.311 -4.977 0.003 0.037 0.000
H -0.269 -5.625 1.972 -0.021 0.030 0.024
H -3.663 -4.581 -4.665 -0.010 0.002 0.032
H 1.682 2.916 -2.479 0.001 -0.018 -0.094
H 1.223 5.669 0.672 -0.007 0.092 -0.061
H 1.506 -7.002 -1.635 -0.069 0.044 0.027
H -6.660 -0.311 -0.875 0.016 0.020 -0.013
H -4.906 -2.763 3.198 0.024 -0.001 -0.029
H 0.398 6.553 -3.433 0.126 -0.003 -0.021
H -2.074 3.018 -2.525 0.066 -0.038 0.014
H -1.291 2.847 1.109 -0.007 0.016 0.035
H -2.496 -1.083 -5.691 0.045 -0.007 -0.012
H -1.663 3.027 -0.612 0.083 -0.048 0.063
H -3.784 3.594 -4.976 0.042 -0.013 0.030
H 0.396 -6.030 4.292 0.018 0.014 -0.019
H 1.831 7.193 -0.010 -0.088 -0.078 -0.011
H -5.242 0.465 -3.456 0.018 -0.004 0.066
H -5.326 -1.136 -2.715 0.006 -0.009 -0.025
H 0.076 3.639 -2.378 0.076 0.009 0.077
H -4.441 -0.467 0.140 0.038 0.225 -0.120
H 1.321 -4.796 -0.569 0.054 0.044 -0.019
```
Forces are in eV/Å.



Question: The lowest HOMO-LUMO gap belongs to which entry?
Answer: C42H60Cl3GeI2N5O2P2SeY